{"formula": "C10H16BrHfO2", "method": "ωB97M-V/def2-TZVPD", "homo_lumo_gap_ha": 0.07955, "total_charge": 3, "de_lowest_kj_mol": 0.0, "e_homo_ev": -17.668, "elements": ["H", "H", "H", "O", "H", "Hf", "C", "C", "C", "O", "C", "C", "H", "H", "C", "H", "C", "H", "C", "H", "H", "H", "C", "H", "H", "H", "H", "C", "Br", "H"], "positions_angstrom": [[0.789, 0.932, -4.374], [1.054, 0.978, -0.773], [-0.562, -2.534, -2.152], [0.569, 0.367, 1.173], [-0.657, 0.190, 4.251], [2.820, -0.582, 1.799], [-0.790, -1.735, -2.845], [0.259, -0.852, -3.262], [-0.069, -0.188, 3.411], [1.350, -0.069, 3.662], [-2.097, -1.512, -3.295], [0.012, 0.267, -4.024], [-2.938, -2.110, -2.972], [2.783, 0.337, 5.161], [-1.312, 0.520, -4.424], [1.340, 1.288, 5.284], [0.297, 1.139, -0.014], [-3.395, -0.116, -4.223], [-0.437, 0.628, 2.185], [-1.633, 1.411, -4.951], [-0.552, 1.697, 2.360], [-0.700, 0.901, -0.392], [1.702, 0.290, 5.030], [0.262, 2.195, 0.268], [1.245, -1.048, -2.849], [-0.315, -1.251, 3.390], [-1.398, 0.203, 1.884], [-2.362, -0.370, -4.018], [3.464, -0.534, -0.997], [1.267, -0.443, 5.707]], "mulliken_charge": [0.45, 0.15, 0.44, -0.09, 0.42, 1.43, -0.03, -0.22, -0.55, -0.27, -0.53, -0.45, 0.41, 0.28, -0.20, 0.34, -0.52, 0.43, -0.43, 0.45, 0.46, 0.26, -0.68, 0.40, 0.39, 0.33, 0.41, -0.14, -0.27, 0.34]}

---

{"formula": "C38H27AlN11Si", "method": "ωB97M-V/def2-TZVPD", "homo_lumo_gap_ha": [0.18008, 0.18771], "total_charge": -1, "e_homo_ev": [-4.076, -4.203], "elements": ["N", "C", "Si", "C", "C", "H", "H", "C", "H", "C", "H", "C", "H", "C", "H", "H", "H", "H", "C", "N", "C", "C", "C", "C", "H", "C", "N", "C", "N", "C", "C", "N", "H", "C", "Al", "C", "C", "C", "H", "H", "H", "H", "N", "C", "C", "N", "C", "H", "H", "C", "N", "N", "C", "C", "C", "H", "H", "H", "H", "N", "H", "C", "H", "C", "C", "C", "C", "C", "H", "C", "C", "H", "H", "C", "H", "N", "C", "C"], "positions_angstrom": [[-1.241, 3.031, -0.555], [-2.868, -4.471, 4.119], [0.600, -0.825, -3.175], [-1.962, -2.623, 2.961], [-4.153, 3.680, 0.276], [-0.922, 0.294, -4.746], [7.488, -1.169, 1.230], [3.275, 3.775, -1.958], [1.921, -1.293, -1.288], [2.050, 1.895, -0.640], [-6.930, 2.598, 1.911], [-2.649, 0.672, 1.569], [0.485, -4.894, 3.601], [0.019, 2.736, -0.804], [-3.706, -4.996, 4.560], [-1.868, -0.647, -3.583], [-1.480, -6.027, 4.632], [0.455, -2.244, -1.193], [0.828, -1.225, -1.382], [-1.811, -0.863, -0.738], [-0.709, -3.213, 2.975], [-1.004, 0.008, -3.693], [3.716, -1.635, 1.726], [-0.498, -4.442, 3.585], [3.868, 5.485, -3.094], [-5.446, 3.654, 0.767], [-3.971, -2.004, -0.837], [-3.321, 2.625, 0.627], [3.101, 1.238, -0.223], [1.746, 5.487, -2.750], [-1.811, -1.351, 2.265], [-5.741, -1.999, 0.895], [4.193, -3.431, 2.817], [2.266, -1.514, 1.715], [-0.046, -0.176, 0.113], [0.659, 4.848, -2.186], [-5.902, 2.597, 1.571], [3.020, 0.198, 0.585], [5.921, 0.502, 0.256], [6.640, -3.103, 2.489], [-5.417, 0.704, 2.498], [4.268, 3.357, -1.861], [0.721, 1.658, -0.361], [-1.597, -5.062, 4.155], [3.042, 4.955, -2.637], [1.480, -2.451, 2.248], [-4.882, -1.970, 0.117], [-0.059, -3.061, -4.027], [-1.202, 0.910, -3.109], [0.757, -2.367, -4.247], [1.888, -0.394, 1.065], [-1.566, 1.129, 0.884], [0.898, 3.649, -1.521], [-3.072, -3.238, 3.525], [-1.946, 2.289, 0.274], [-3.800, 4.476, -0.366], [1.984, 0.474, -4.796], [-6.130, 4.455, 0.513], [2.956, -0.006, -3.394], [-0.531, -1.217, 1.802], [1.601, 6.415, -3.289], [4.578, -2.580, 2.272], [-0.343, 5.250, -2.257], [-2.855, -1.388, -0.725], [5.935, -2.389, 2.082], [5.559, -0.348, 0.819], [0.185, -2.287, 2.280], [2.175, 3.126, -1.407], [-4.049, -2.777, 3.469], [4.195, -0.541, 1.015], [6.420, -1.284, 1.363], [1.696, -2.887, -4.042], [1.828, 1.342, -3.275], [1.972, 0.351, -3.709], [0.720, -2.130, -5.313], [-2.787, -0.483, 2.197], [-3.765, 1.595, 1.442], [-5.070, 1.547, 1.918]], "mulliken_charge": [-0.63, -0.66, 0.14, 0.33, -0.28, 0.41, 0.39, -0.46, 0.20, -0.44, 0.39, -0.11, 0.56, 0.00, 0.41, 0.28, 0.38, 0.59, -0.74, 0.15, 0.01, -1.04, 0.33, -0.16, 0.40, -0.60, -0.92, 0.34, -0.47, -0.65, -0.07, -0.66, 0.55, -0.16, -1.64, -0.15, -0.65, -0.32, 0.55, 0.39, 0.51, 0.55, 0.56, -0.66, -0.66, -0.63, 0.54, 0.28, 0.26, -1.18, 0.06, 0.14, 0.45, -0.26, -0.22, 0.56, 0.45, 0.39, 0.28, 0.54, 0.39, -0.29, 0.56, 0.85, -0.63, -0.22, 0.16, 0.42, 0.53, 0.38, -0.62, 0.31, 0.15, -0.96, 0.29, -0.39, 0.43, -0.29]}

---

{"formula": "C42H31GeN4O5ReSe", "method": "ωB97M-V/def2-TZVPD", "homo_lumo_gap_ha": 0.20979, "de_lowest_kj_mol": 113.7, "e_homo_ev": -7.283, "elements": ["H", "C", "H", "Ge", "H", "C", "C", "O", "O", "C", "C", "C", "C", "C", "C", "C", "C", "C", "C", "O", "H", "H", "H", "H", "C", "H", "C", "C", "H", "C", "H", "C", "C", "C", "H", "C", "O", "N", "H", "C", "C", "C", "C", "H", "C", "C", "H", "H", "H", "H", "H", "H", "H", "C", "C", "C", "H", "H", "C", "H", "C", "H", "H", "C", "H", "N", "Re", "C", "H", "C", "N", "C", "C", "C", "H", "H", "C", "C", "O", "H", "H", "C", "N", "Se", "C"], "positions_angstrom": [[1.650, -1.236, 1.671], [-1.802, -2.995, 1.038], [4.848, -1.767, -0.879], [-1.267, -1.260, 1.819], [5.521, 1.357, 0.369], [-1.171, 2.278, -2.713], [-0.819, -3.730, 0.379], [1.835, 1.793, -0.843], [1.699, 3.200, -4.095], [5.289, 2.346, 0.002], [-4.344, 5.641, 0.534], [1.620, -2.617, -1.803], [-4.201, 1.333, 3.521], [0.149, -1.603, 3.150], [-0.100, -1.987, 4.464], [3.068, 1.483, -0.737], [0.576, -4.527, -2.817], [-0.577, -3.780, -2.981], [-2.545, 3.990, 0.299], [-1.006, 2.782, -4.042], [-1.010, 2.537, -0.055], [-1.461, -4.196, -3.438], [-2.622, -6.461, -0.472], [-4.380, -5.169, 0.683], [-4.982, 1.617, 2.412], [3.538, -1.768, 3.199], [-1.802, 3.136, -0.487], [2.517, -1.826, 3.552], [3.080, -2.399, 5.539], [-2.396, -5.486, -0.060], [4.158, -3.378, -0.610], [-1.114, -4.967, -0.170], [-3.594, 0.190, 1.070], [-2.048, 3.057, -1.858], [-3.266, 3.744, -3.484], [6.177, 3.397, 0.154], [0.457, 0.841, -3.472], [2.557, -0.649, -0.987], [-5.275, 1.275, 0.313], [2.260, -2.183, 4.868], [-0.322, -0.413, 0.340], [-2.818, -0.114, 2.186], [4.637, 4.871, -0.963], [6.532, 5.484, -0.172], [-0.584, -2.471, -2.528], [3.738, 3.828, -1.108], [-3.319, -0.222, 0.105], [0.755, -2.545, 6.349], [-2.517, 0.239, 4.282], [-4.425, 1.800, 4.471], [2.795, 3.973, -1.618], [-1.462, -1.846, -2.617], [4.444, -2.810, -2.263], [0.953, -2.266, 5.322], [-3.569, 4.752, -0.266], [2.783, -1.892, -1.291], [0.183, -3.319, 0.306], [-1.122, -2.071, 4.816], [-4.680, 1.040, 1.186], [-2.328, 4.075, 1.354], [-3.084, -3.522, 1.142], [-4.660, 5.214, -2.056], [7.131, 3.231, 0.637], [-3.125, 0.461, 3.413], [-5.811, 2.307, 2.498], [3.545, 0.234, -0.766], [0.650, 0.048, -1.128], [4.145, -2.501, -1.260], [2.602, -4.495, -2.115], [4.058, 2.568, -0.611], [-4.978, 6.366, 1.163], [-3.081, 3.810, -2.421], [-3.381, -4.762, 0.595], [-0.441, 1.191, -2.426], [0.616, -5.556, -3.146], [4.393, 5.849, -1.357], [1.466, -1.534, 2.698], [-3.851, 4.637, -1.629], [0.560, 1.788, -6.070], [-0.343, -5.531, -0.678], [-3.855, -2.960, 1.658], [5.847, 4.660, -0.318], [0.466, -1.910, -1.939], [0.554, 2.236, -4.570], [1.686, -3.936, -2.235]], "mulliken_charge": [0.11, 0.18, 0.39, 2.27, 0.44, 0.62, -0.69, -0.73, -0.50, -0.34, -0.02, 0.55, -0.67, 0.04, -0.46, 0.49, -0.91, -0.61, -0.88, -0.46, 0.37, 0.49, 0.42, 0.40, -0.48, 0.44, -0.04, -0.65, 0.38, -0.71, 0.41, -0.55, -0.23, 0.45, 0.49, -0.70, -0.37, 0.88, 0.40, -0.47, -0.51, 0.11, -0.68, 0.38, -0.34, -0.32, 0.37, 0.39, 0.33, 0.40, 0.36, 0.51, 0.38, -0.67, 0.51, 1.18, 0.46, 0.41, -0.73, 0.50, -0.50, 0.48, 0.38, -0.43, 0.44, -1.29, 1.20, -1.93, 0.51, 0.34, -0.56, -0.65, -0.60, -0.37, 0.41, 0.41, -0.12, -0.79, -0.64, 0.61, 0.39, -0.36, -0.09, 0.96, -0.58]}

---

Summary of largest force on an atom in eV Å⁻¹
4.012; 0.302; 5.381
(order as listed above)